# 1
{
  "formula": "C42H91ClN8O13P2",
  "method": "the ωB97M-V functional and the def2-TZVPD basis",
  "total_charge": 0,
  "species": ["C", "C", "O", "P", "O", "O", "C", "C", "C", "C", "C", "C", "C", "C", "C", "C", "C", "C", "C", "C", "C", "C", "O", "P", "O", "Cl", "H", "H", "H", "H", "H", "H", "H", "H", "H", "H", "H", "H", "H", "H", "H", "H", "H", "H", "H", "H", "H", "H", "H", "H", "H", "H", "H", "H", "H", "H", "H", "H", "H", "H", "H", "C", "C", "O", "N", "C", "H", "H", "H", "H", "H", "H", "H", "C", "C", "O", "N", "C", "H", "H", "H", "H", "H", "H", "H", "C", "C", "O", "N", "C", "H", "H", "H", "H", "H", "H", "H", "C", "C", "O", "N", "C", "H", "H", "H", "H", "H", "H", "H", "C", "C", "O", "N", "C", "H", "H", "H", "H", "H", "H", "H", "C", "C", "O", "N", "C", "H", "H", "H", "H", "H", "H", "H", "C", "C", "O", "N", "C", "H", "H", "H", "H", "H", "H", "H", "C", "C", "O", "N", "C", "H", "H", "H", "H", "H", "H", "H"],
  "xyz": [[-2.724, 2.908, 5.812], [-2.711, 2.351, 4.756], [-2.671, 1.746, 3.586], [-1.206, 1.266, 3.019], [-0.127, 1.333, 3.989], [-1.475, -0.149, 2.412], [-2.695, -0.323, 1.626], [-2.416, -0.697, 0.158], [-0.958, -0.545, -0.299], [-0.698, -1.350, -1.584], [0.343, -0.707, -2.516], [1.797, -1.071, -2.165], [2.588, -1.743, -3.315], [3.574, -2.789, -2.786], [4.709, -2.142, -1.977], [6.057, -2.877, -2.051], [6.511, -3.710, -0.824], [5.715, -3.594, 0.474], [5.714, -2.239, 1.242], [6.877, -1.273, 0.979], [6.600, -0.091, 0.030], [5.260, 0.640, 0.248], [-0.967, 2.206, 1.729], [-1.560, 3.769, 1.668], [-0.234, 4.556, 2.136], [-1.443, 3.981, -0.400], [-2.780, 3.200, 6.832], [-3.267, -1.111, 2.105], [-3.310, 0.578, 1.652], [-3.021, -0.040, -0.472], [-2.746, -1.723, -0.005], [-0.754, 0.511, -0.485], [-0.280, -0.899, 0.475], [-1.629, -1.538, -2.126], [-0.313, -2.334, -1.297], [0.127, -1.027, -3.538], [0.203, 0.377, -2.503], [2.339, -0.170, -1.872], [1.829, -1.742, -1.300], [3.145, -0.964, -3.844], [1.896, -2.197, -4.029], [3.031, -3.516, -2.180], [3.979, -3.323, -3.650], [4.365, -1.973, -0.958], [4.858, -1.146, -2.411], [6.026, -3.552, -2.907], [6.844, -2.165, -2.299], [6.489, -4.765, -1.108], [7.568, -3.501, -0.648], [4.675, -3.857, 0.254], [6.069, -4.372, 1.154], [4.753, -1.752, 1.086], [5.734, -2.490, 2.305], [7.183, -0.841, 1.937], [7.758, -1.806, 0.613], [6.704, -0.374, -1.016], [7.392, 0.641, 0.205], [4.734, 0.309, 1.144], [4.612, 0.504, -0.618], [5.429, 1.713, 0.344], [0.570, 4.017, 2.087], [-6.335, -4.357, 0.844], [-5.638, -3.032, 0.673], [-4.789, -2.631, 1.465], [-5.994, -2.262, -0.377], [-7.019, -2.484, -1.376], [-5.943, -4.839, 1.735], [-7.410, -4.212, 0.962], [-6.158, -5.002, -0.017], [-5.481, -1.396, -0.428], [-6.585, -2.481, -2.378], [-7.738, -1.669, -1.297], [-7.532, -3.427, -1.218], [-8.794, 1.917, 1.298], [-8.021, 0.624, 1.208], [-8.394, -0.311, 0.510], [-6.881, 0.517, 1.936], [-6.281, 1.500, 2.819], [-9.672, 1.836, 0.663], [-9.115, 2.105, 2.323], [-8.187, 2.757, 0.959], [-6.419, -0.376, 1.838], [-5.274, 1.752, 2.480], [-6.213, 1.105, 3.833], [-6.875, 2.407, 2.843], [5.944, 4.183, -1.374], [6.120, 3.206, -2.512], [6.836, 2.221, -2.426], [5.432, 3.461, -3.659], [4.556, 4.579, -3.943], [6.552, 3.842, -0.541], [6.258, 5.183, -1.662], [4.900, 4.220, -1.060], [5.577, 2.769, -4.377], [3.549, 4.224, -4.175], [4.928, 5.146, -4.798], [4.508, 5.248, -3.089], [11.312, -4.787, -2.725], [10.211, -3.782, -2.470], [9.065, -3.968, -2.839], [10.543, -2.644, -1.802], [11.837, -2.248, -1.285], [10.884, -5.629, -3.261], [12.107, -4.348, -3.329], [11.737, -5.144, -1.786], [9.766, -2.015, -1.668], [11.788, -2.104, -0.204], [12.161, -1.311, -1.743], [12.581, -3.010, -1.497], [1.442, -7.595, -1.034], [1.801, -6.132, -1.149], [2.957, -5.750, -1.202], [0.775, -5.236, -1.191], [-0.650, -5.492, -1.140], [2.363, -8.169, -1.012], [0.883, -7.787, -0.117], [0.844, -7.917, -1.887], [1.081, -4.278, -1.269], [-1.137, -5.121, -2.044], [-1.097, -4.992, -0.278], [-0.842, -6.557, -1.057], [-6.623, 2.353, 6.667], [-7.827, 3.220, 6.953], [-8.732, 3.354, 6.147], [-7.867, 3.856, 8.156], [-6.893, 3.814, 9.227], [-6.741, 1.923, 5.677], [-5.706, 2.943, 6.685], [-6.544, 1.545, 7.395], [-8.694, 4.418, 8.285], [-7.346, 3.424, 10.140], [-6.509, 4.815, 9.433], [-6.059, 3.175, 8.958], [-11.082, -1.633, -2.139], [-11.504, -0.749, -3.291], [-12.488, -0.991, -3.968], [-10.733, 0.343, -3.549], [-9.544, 0.778, -2.844], [-11.792, -2.451, -2.064], [-10.085, -2.041, -2.309], [-11.075, -1.079, -1.200], [-11.058, 0.893, -4.328], [-9.695, 1.777, -2.430], [-8.689, 0.810, -3.524], [-9.316, 0.101, -2.026], [3.027, 8.219, -2.239], [4.034, 7.697, -1.241], [5.102, 7.218, -1.592], [3.710, 7.773, 0.075], [2.500, 8.301, 0.674], [3.434, 8.085, -3.237], [2.085, 7.672, -2.164], [2.833, 9.279, -2.077], [4.424, 7.410, 0.686], [2.737, 9.131, 1.341], [1.993, 7.527, 1.252], [1.820, 8.658, -0.092]]
}

# 2
{
  "formula": "C42H93N3O12S6",
  "method": "the ωB97M-V functional and the def2-TZVPD basis",
  "smiles": "O=S1(=O)CCCC1.O=S1(=O)CCCC1.O=S1(=O)CCCC1.O=S1(=O)CCCC1.O=S1(=O)CCCC1.O=S1(=O)CCCC1.CCN(CC)CC.CCN(CC)CC.CCN(CC)CC",
  "de_lowest_kcal_mol": 35.99,
  "total_charge": 0,
  "species": ["O", "S", "O", "C", "C", "C", "C", "H", "H", "H", "H", "H", "H", "H", "H", "O", "S", "O", "C", "C", "C", "C", "H", "H", "H", "H", "H", "H", "H", "H", "O", "S", "O", "C", "C", "C", "C", "H", "H", "H", "H", "H", "H", "H", "H", "O", "S", "O", "C", "C", "C", "C", "H", "H", "H", "H", "H", "H", "H", "H", "O", "S", "O", "C", "C", "C", "C", "H", "H", "H", "H", "H", "H", "H", "H", "O", "S", "O", "C", "C", "C", "C", "H", "H", "H", "H", "H", "H", "H", "H", "C", "C", "N", "C", "C", "C", "C", "H", "H", "H", "H", "H", "H", "H", "H", "H", "H", "H", "H", "H", "H", "H", "C", "C", "N", "C", "C", "C", "C", "H", "H", "H", "H", "H", "H", "H", "H", "H", "H", "H", "H", "H", "H", "H", "C", "C", "N", "C", "C", "C", "C", "H", "H", "H", "H", "H", "H", "H", "H", "H", "H", "H", "H", "H", "H", "H"],
  "xyz": [[3.484, 1.846, -0.614], [4.237, 1.010, -1.561], [3.891, -0.450, -1.608], [4.215, 1.799, -3.182], [5.680, 1.869, -3.702], [6.549, 2.067, -2.424], [6.095, 1.127, -1.325], [3.938, 2.808, -2.878], [3.378, 1.442, -3.782], [5.917, 0.937, -4.216], [5.956, 2.683, -4.372], [6.373, 3.062, -2.016], [7.583, 2.039, -2.768], [6.204, 1.417, -0.280], [6.424, 0.099, -1.478], [2.678, -0.143, -6.996], [1.672, -0.308, -5.915], [1.446, 0.757, -4.915], [0.054, -0.780, -6.740], [-0.079, -2.260, -6.481], [0.474, -2.632, -5.109], [1.891, -1.947, -5.050], [0.005, -0.391, -7.757], [-0.627, -0.120, -6.203], [-1.089, -2.668, -6.497], [0.312, -2.852, -7.309], [0.625, -3.698, -4.942], [-0.202, -2.360, -4.299], [2.590, -2.517, -5.663], [2.352, -1.810, -4.071], [-2.717, 5.640, -2.029], [-2.124, 4.429, -1.508], [-1.473, 3.478, -2.392], [-0.918, 4.932, -0.184], [-1.341, 4.212, 1.129], [-2.882, 3.929, 1.116], [-3.196, 3.482, -0.347], [-1.211, 5.959, 0.036], [0.098, 5.090, -0.548], [-0.769, 3.297, 1.283], [-1.059, 4.748, 2.035], [-3.507, 4.805, 1.289], [-3.124, 3.052, 1.717], [-4.213, 3.253, -0.667], [-2.707, 2.511, -0.426], [-1.300, -0.460, 0.963], [0.003, -0.038, 0.498], [0.833, 0.807, 1.310], [0.916, -1.444, -0.196], [0.433, -1.514, -1.586], [0.512, -0.141, -2.205], [-0.174, 0.834, -1.181], [0.800, -2.289, 0.482], [1.956, -1.118, -0.234], [0.993, -2.235, -2.181], [-0.611, -1.828, -1.598], [0.005, -0.152, -3.170], [1.590, -0.011, -2.297], [-1.235, 0.864, -1.427], [0.218, 1.849, -1.121], [5.846, -2.291, 3.444], [5.640, -1.031, 2.764], [6.376, -0.676, 1.541], [3.814, -0.980, 2.517], [3.314, 0.290, 3.163], [4.238, 0.552, 4.335], [5.730, 0.390, 3.934], [3.449, -1.808, 3.125], [3.673, -1.256, 1.472], [3.527, 1.025, 2.387], [2.236, 0.239, 3.314], [4.051, -0.187, 5.114], [3.977, 1.479, 4.846], [6.446, 0.223, 4.738], [5.982, 1.306, 3.400], [0.551, -2.194, 3.046], [-0.256, -2.077, 4.249], [0.309, -2.153, 5.582], [-1.271, -0.472, 4.256], [-2.672, -0.926, 3.891], [-2.914, -2.288, 4.498], [-1.690, -3.216, 4.138], [-0.832, 0.248, 3.566], [-1.228, -0.123, 5.288], [-3.451, -0.243, 4.230], [-2.831, -1.013, 2.816], [-3.860, -2.752, 4.219], [-2.820, -2.226, 5.582], [-1.730, -3.588, 3.114], [-1.428, -4.090, 4.735], [-5.036, -4.157, 0.451], [-3.984, -3.939, 1.518], [-3.040, -5.021, 1.543], [-3.521, -6.295, 2.005], [-4.295, -6.124, 3.345], [-2.241, -5.208, 0.363], [-1.352, -4.002, -0.034], [-5.561, -5.108, 0.538], [-4.584, -4.015, -0.531], [-5.798, -3.398, 0.626], [-3.476, -2.976, 1.485], [-4.439, -3.845, 2.504], [-4.224, -6.774, 1.324], [-2.692, -6.984, 2.170], [-4.257, -7.106, 3.816], [-3.726, -5.520, 4.052], [-5.373, -5.964, 3.336], [-2.933, -5.360, -0.466], [-1.740, -6.176, 0.377], [-1.943, -3.087, -0.006], [-0.861, -4.063, -1.005], [-0.577, -3.848, 0.717], [-3.383, -3.090, -3.841], [-3.953, -2.344, -5.052], [-3.199, -1.068, -5.328], [-3.329, -0.696, -6.783], [-4.743, -0.582, -7.270], [-3.449, -0.039, -4.341], [-2.427, 1.155, -4.584], [-3.997, -3.952, -3.578], [-3.243, -2.428, -2.986], [-2.444, -3.565, -4.126], [-3.863, -3.087, -5.844], [-5.024, -2.206, -4.900], [-2.820, 0.239, -7.021], [-2.822, -1.402, -7.440], [-5.240, 0.339, -6.964], [-4.841, -0.652, -8.353], [-5.369, -1.435, -7.006], [-3.303, -0.343, -3.305], [-4.505, 0.229, -4.379], [-1.434, 0.769, -4.351], [-2.582, 1.954, -3.858], [-2.369, 1.556, -5.596], [0.571, 2.811, 4.334], [0.680, 4.107, 5.237], [1.774, 4.931, 4.738], [1.761, 6.188, 5.523], [2.796, 7.208, 4.912], [3.070, 4.237, 4.697], [3.479, 3.808, 6.031], [1.258, 2.003, 4.590], [0.680, 3.043, 3.275], [-0.343, 2.247, 4.519], [-0.251, 4.667, 5.147], [0.768, 3.846, 6.292], [0.834, 6.759, 5.539], [1.916, 6.051, 6.594], [2.659, 7.481, 3.866], [2.682, 8.137, 5.470], [3.795, 6.775, 4.961], [3.882, 4.830, 4.277], [3.006, 3.393, 4.010], [4.462, 3.360, 5.881], [2.885, 2.989, 6.436], [3.630, 4.619, 6.743]]
}

Summary of LUMO energy in eV
0.11 0.37
(order as listed above)
Summary of orbital gap in eV
9.25 8.68
(order as listed above)